1.
Here is the ion C16H30NO2 with charge +1 in a non-equilibrium geometry from the OMol25 dataset. Energies are from wB97M-V/def2-TZVPD.

The geometry in XYZ format:
```
49
Properties=species:S:1:pos:R:3:forces:R:3
C 3.025 0.788 -1.473 -0.20 0.01 -0.16
H 0.794 0.636 3.153 -0.10 0.06 -0.02
H 3.370 0.174 -0.638 -0.04 -0.03 0.01
C -4.234 -0.045 1.370 0.07 0.53 -0.06
C 1.081 1.941 1.450 0.36 0.09 0.14
H 1.538 -1.668 -1.419 0.01 0.04 0.06
H 1.332 -1.215 0.866 0.04 0.15 -0.15
C -4.480 1.346 0.767 -0.88 -0.41 0.58
H 3.905 1.311 -1.847 0.13 -0.05 0.18
H -4.407 2.177 1.451 0.29 0.24 0.16
C 2.218 2.297 0.474 -0.48 0.01 -0.19
H 2.174 2.731 -1.620 -0.22 -0.01 -0.10
C 0.592 -0.668 1.449 -0.33 -0.22 0.51
C -0.594 -0.420 0.545 0.25 0.39 -0.78
C -5.489 1.464 -0.282 2.38 0.30 -2.11
H 3.144 -0.096 -3.469 0.04 0.04 0.01
N -1.803 0.087 1.233 0.13 -0.24 0.18
H 3.447 -2.042 0.422 -0.07 0.03 0.00
H 2.305 3.383 0.493 0.15 0.00 0.02
H 1.105 2.690 2.243 -0.05 -0.02 0.04
H 3.156 1.886 0.852 0.05 0.10 0.06
C 2.494 -0.120 -2.595 -0.09 -0.06 0.10
H -2.905 -2.517 0.604 -0.38 -0.16 -0.37
H 4.354 -3.365 -0.317 0.03 0.02 -0.02
H 0.122 2.087 0.941 -0.05 -0.01 0.03
O 3.552 -2.073 -1.653 0.08 0.03 -0.11
H 0.994 1.533 -1.186 -0.04 -0.06 0.13
C 2.333 -1.572 -2.170 0.05 0.01 0.03
H 1.510 0.234 -2.921 0.04 0.01 -0.14
C 2.021 1.853 -0.990 0.49 0.04 -0.04
C -2.895 -0.489 0.899 -0.12 -0.17 0.11
C 3.467 -2.744 -0.422 0.04 -0.11 0.04
H -0.336 0.367 -0.161 0.11 0.10 0.10
H 2.589 -3.398 -0.369 -0.02 0.01 -0.01
H -1.003 -1.327 -1.339 0.19 -0.35 -0.09
O -3.959 1.509 -0.503 -0.42 0.04 0.01
H 2.047 -2.181 -3.034 -0.10 -0.02 0.03
H -5.003 -0.720 1.006 0.06 -0.22 0.19
H -3.292 -1.557 -0.888 -0.11 -0.26 0.03
H 0.271 -1.360 2.235 0.10 -0.14 -0.06
C -1.140 -1.600 -0.297 -0.33 0.61 0.03
H -1.762 0.858 1.890 0.04 0.07 -0.07
C -2.658 -1.644 -0.008 0.61 0.12 0.59
H -0.626 -2.531 -0.079 -0.06 -0.07 0.00
H 2.266 0.376 2.268 -0.01 -0.03 0.18
H -5.791 2.425 -0.667 -0.79 0.08 0.64
C 1.200 0.573 2.142 -0.01 -0.09 -0.29
H -4.255 0.024 2.458 -0.09 -0.21 0.04
H -5.774 0.602 -0.868 -0.76 -0.19 0.55
```
Positions in Å, forces in eV/Å.

As for the orbital gap: 0.3096 Eh. As for the spin multiplicity: 1. The value obtained for the relative energy (zero: lowest compared OMol25 entry of this formula, charge and spin) is 74.7 kcal per mole. The value obtained for the max |F| is 3.2 eV/Å. Its lowest unoccupied orbital energy is -0.131 Eh. As for the total energy: -22655.3418 eV. Its charge is +1. As for the HOMO energy: -11.98 eV. The SMILES is COCCCCCCCC[C@H]1CCC(C[C@@H]2CO2)=[NH+]1.

2.
Here is the molecule C4H6N2OS in a non-equilibrium geometry from the OMol25 dataset. Energies are from wB97M-V/def2-TZVPD.

The geometry in XYZ format:
```
14
Properties=species:S:1:pos:R:3:forces:R:3
H 1.172 1.165 -0.224 0.78 -0.11 -1.03
O -1.745 1.806 1.099 -0.25 1.06 -0.26
N -1.784 -1.340 -0.418 1.53 1.28 0.69
N -3.398 0.389 0.134 2.29 1.97 0.32
H 0.799 -1.635 0.770 -0.92 1.55 0.03
H -4.081 1.147 0.125 -0.01 -0.67 -0.30
C -2.050 0.845 0.455 -0.29 -2.80 0.84
C 0.490 -0.546 0.629 -2.46 0.72 1.12
H 0.417 0.048 -1.419 0.23 0.42 0.49
C -1.131 -0.357 0.179 -0.59 -2.11 0.72
H 1.981 -0.411 -1.042 -0.39 1.19 1.41
H 0.783 0.186 1.522 -1.17 -2.29 -1.32
S -3.366 -1.033 -0.772 0.23 0.02 0.21
C 1.099 0.118 -0.543 1.03 -0.23 -2.91
```
Positions in Å, forces in eV/Å.

As for the orbital gap: 0.3289 Eh. As for the spin multiplicity: 1. The value obtained for the relative energy (zero: lowest compared OMol25 entry of this formula, charge and spin) is 72.4 kcal per mole. The value obtained for the max |F| is 3.1 eV/Å. Its lowest unoccupied orbital energy is 0.014 Eh. As for the total energy: -20106.2003 eV. As for the HOMO energy: -8.57 eV. The SMILES is CCc1ns[nH]c1=O.

3.
Here is a cluster of 2 separate species, C11H21F3O5 in total in a non-equilibrium geometry from the OMol25 dataset. Energies are from wB97M-V/def2-TZVPD.

The geometry in XYZ format:
```
40
Properties=species:S:1:pos:R:3:forces:R:3
O -3.302 0.019 -1.774 -0.07 0.29 -0.11
F 3.964 0.775 -2.232 2.01 -0.46 2.35
C -0.166 0.801 0.747 -0.08 0.78 1.90
C -2.416 -1.929 -2.872 0.16 0.02 -0.25
O -0.167 1.601 1.688 0.07 -1.76 -2.80
H 0.091 -2.425 1.149 -0.04 1.66 0.39
H -2.939 -0.317 -0.943 -0.01 0.00 -0.13
H 0.650 2.604 -1.897 -0.16 -0.61 1.57
H -4.343 -2.290 -0.903 0.10 -0.05 -0.10
H -5.598 -1.315 -1.652 0.06 -0.03 -0.09
C 0.194 -1.379 1.601 -0.03 -1.05 1.52
H 2.759 0.699 0.271 0.74 1.05 -0.44
H 1.093 -1.244 5.023 -0.16 0.88 -1.15
H 1.814 3.085 1.032 0.10 -0.27 -1.53
H 1.799 4.242 -0.372 0.05 -1.62 0.23
C 3.553 1.479 0.046 0.62 -1.11 -0.46
H -5.023 -2.784 -2.468 0.01 0.02 0.07
H -2.653 -2.788 -3.505 0.04 0.02 0.05
H 1.879 -0.475 3.529 -1.32 -0.18 0.76
C -4.717 -1.925 -1.865 -0.30 0.04 -0.06
C 4.589 0.753 -0.957 -1.86 1.25 0.07
H -0.417 3.058 -0.483 1.44 -0.99 -0.06
H 1.283 -1.060 1.485 -1.47 -0.23 -0.04
C -0.186 -1.435 3.166 1.04 0.24 -0.01
O -0.740 -0.481 0.938 1.95 1.61 -1.63
H -1.963 -2.294 -1.945 -0.14 -0.03 0.01
H 0.425 0.352 4.372 0.93 -1.13 -0.35
H -4.066 -0.710 -3.516 0.06 0.16 0.14
H 4.061 1.739 1.034 -0.44 -0.16 -1.34
H -1.659 -1.322 -3.376 -0.10 -0.03 -0.01
H -0.174 -2.521 3.492 -0.23 1.27 -0.42
C 1.839 3.124 -0.110 -1.10 1.07 0.18
C 0.528 2.473 -0.766 0.86 1.66 -0.69
H -1.222 -0.972 3.328 1.50 -0.89 -0.38
C -3.657 -1.101 -2.581 0.25 -0.40 0.54
C 0.894 -0.640 4.081 -0.85 -0.25 -0.09
O 3.068 2.627 -0.670 -0.58 -0.87 1.44
F 4.778 -0.581 -0.589 0.34 2.62 -0.88
F 5.765 1.506 -0.994 -1.81 -2.20 -0.33
O 0.382 1.053 -0.512 -1.60 -0.33 2.12
```
Positions in Å, forces in eV/Å.

As for the orbital gap: 0.3983 Eh. As for the spin multiplicity: 1. The value obtained for the max |F| is 3.3 eV/Å. Its lowest unoccupied orbital energy is 0.025 Eh. As for the total energy: -30135.4413 eV. As for the HOMO energy: -10.15 eV. The SMILES is CCCOC(=O)OCCOCC(F)(F)F.CC(C)O.

4.
Here is a cluster of 2 separate species, C33H39N5O3 in total in a non-equilibrium geometry from the OMol25 dataset. Energies are from wB97M-V/def2-TZVPD.

The geometry in XYZ format:
```
80
Properties=species:S:1:pos:R:3:forces:R:3
C -4.493 3.618 -1.017 0.56 0.49 0.17
C -2.427 4.153 0.156 -0.54 0.28 -0.27
H -3.497 7.782 -0.063 -0.16 -0.05 0.14
N -0.243 -2.178 7.485 -0.16 0.13 -0.31
C -1.817 -0.336 4.695 0.05 -0.40 0.55
H -3.075 5.560 -2.986 -0.09 0.22 0.08
N -6.422 -3.449 3.716 -0.68 0.30 -0.87
H -2.499 1.061 2.532 -0.29 -0.33 -0.15
C -1.884 -1.333 3.690 -0.11 0.18 -0.28
H -2.779 0.479 -2.075 -0.09 -0.28 0.15
H -9.063 -2.349 1.195 -0.03 0.10 -0.06
H 0.244 -0.724 8.943 -0.20 -0.08 -0.05
H -3.398 -4.913 -4.321 0.08 -0.06 0.17
H -0.727 -2.097 9.513 -0.05 0.18 -0.25
C -4.554 -2.738 -0.816 0.31 -0.03 -0.67
O -6.350 0.128 1.859 -0.07 -0.35 0.37
H -1.349 0.157 6.722 0.12 -0.28 -0.33
H -5.405 -3.673 -4.996 -0.16 0.08 0.06
C -1.327 -0.623 5.958 -0.21 0.22 -0.42
H -2.803 -4.749 -2.638 -0.21 -0.08 -0.16
H -5.108 1.566 -0.941 0.19 0.18 0.15
C -4.190 -1.753 0.086 0.06 0.29 0.36
C 0.745 -3.212 7.723 -0.14 -0.21 0.06
C -3.176 0.482 0.602 0.30 -0.52 1.07
H -1.658 4.883 0.412 -0.27 -0.18 -0.01
H -5.466 -5.251 4.173 -0.13 0.05 0.02
H -7.230 -5.324 3.845 0.06 -0.07 0.08
C -3.273 1.874 0.162 -0.10 0.74 -0.05
H 0.345 -3.961 8.423 0.12 0.05 -0.21
H -6.610 -4.672 5.394 0.04 -0.08 -0.14
H -1.469 -3.409 3.250 0.12 0.21 0.29
H -5.155 7.295 -0.490 0.08 -0.02 0.19
H 1.639 -2.771 8.189 -0.16 -0.05 -0.16
H -5.108 -3.616 -0.477 0.20 0.23 -0.13
H 1.037 -3.703 6.793 0.01 0.13 0.28
H -8.986 -0.633 1.701 0.05 -0.09 -0.13
N -3.653 5.917 -1.004 0.26 0.66 -0.12
N -4.513 -3.629 -3.097 -0.07 -0.46 -0.57
H -1.491 2.526 1.207 -0.20 0.12 -0.28
H -5.360 3.945 -1.589 0.21 -0.08 0.09
C -5.692 -3.580 -3.938 0.23 0.11 0.25
C -3.549 -0.570 -0.335 -0.28 -0.60 -0.74
O -4.545 -2.984 4.905 -0.31 0.26 -0.27
H -0.339 -3.869 5.406 -0.35 0.33 -0.10
C -4.351 2.295 -0.648 0.19 -0.52 0.17
H -4.436 6.714 -2.792 0.12 -0.05 -0.15
H -4.326 6.507 0.891 0.03 0.16 -0.22
H -7.966 -1.199 0.365 -0.06 -0.03 0.13
C -6.431 -4.759 4.317 0.07 -0.35 0.24
H -4.424 -1.877 1.147 -0.21 0.14 -0.39
C -0.765 -1.900 6.251 0.03 -0.22 -0.14
H -6.364 -4.417 -3.694 -0.06 0.19 -0.10
N -7.398 -1.851 2.275 0.21 -1.06 0.25
O -8.283 -3.977 2.455 0.57 0.61 0.27
C -3.479 6.371 -2.370 -0.16 -0.29 0.25
H -3.232 -1.376 -3.655 -0.15 0.03 0.25
C -0.575 -1.408 8.668 0.10 0.26 0.00
H -4.274 -5.713 -2.994 0.22 -0.03 -0.01
C -2.327 2.839 0.577 -0.17 -0.43 -0.03
C -1.373 -2.622 4.003 0.03 0.16 0.13
C -6.377 -0.914 2.544 0.09 0.47 -0.18
C -3.699 -4.815 -3.266 -0.20 0.29 0.25
C -2.411 -1.064 2.386 0.82 -0.54 0.84
C -5.405 -2.554 4.112 0.29 -0.08 0.45
C -3.533 -1.450 -2.609 -0.40 -0.58 0.16
C -8.416 -1.486 1.320 -0.23 0.18 -0.25
H -4.800 -0.500 3.937 0.12 -0.06 -0.13
C -3.527 4.575 -0.630 -0.02 -0.82 0.21
H -1.489 -0.828 8.506 0.22 -0.24 0.15
C -3.261 -0.433 -1.718 0.14 0.36 0.50
C -4.187 6.927 -0.111 0.17 -0.30 -0.06
H -2.181 0.668 4.474 0.06 -0.31 0.23
H -6.220 -2.632 -3.784 0.06 -0.25 -0.09
C -7.434 -3.153 2.793 0.31 0.31 0.15
C -5.463 -1.262 3.558 0.19 0.00 -0.12
H -2.781 7.222 -2.384 -0.07 -0.15 -0.13
C -4.204 -2.620 -2.180 0.17 0.66 0.68
H -2.417 -1.917 1.710 -0.14 0.17 0.09
C -0.771 -2.885 5.215 -0.04 0.16 -0.08
C -2.711 0.195 1.901 -0.28 0.98 -1.12
```
Positions in Å, forces in eV/Å.

As for the orbital gap: 0.1697 Eh. As for the spin multiplicity: 1. The value obtained for the relative energy (zero: lowest compared OMol25 entry of this formula, charge and spin) is 0.0 kcal per mole. The value obtained for the max |F| is 1.5 eV/Å. Its lowest unoccupied orbital energy is -0.073 Eh. As for the total energy: -48445.1198 eV. As for the HOMO energy: -6.61 eV.